Computed, not measured: a structure of composition C21H48AlF2N4O20PS2 at a distorted geometry, with ωB97M-V/def2-TZVPD.

```
99
Properties=species:S:1:pos:R:3:forces:R:3
S 1.251 0.095 -1.082 -4.5 9.1 -3.8
S 1.716 -2.192 -0.680 4.2 -5.3 0.0
P -2.280 -0.188 2.810 -1.4 2.8 -2.7
Al 2.113 0.028 2.850 -0.2 -0.1 -0.6
F 2.690 -2.775 0.466 -0.8 0.4 -0.3
F 0.696 1.406 -0.224 0.5 -1.3 -0.6
O -4.728 -2.429 -4.522 1.9 -1.5 -0.5
O 2.660 2.556 1.200 0.7 2.5 -1.1
O 2.234 4.724 0.497 0.0 1.0 -0.1
O 4.879 -0.258 -0.897 -0.5 -0.1 -0.1
O 4.802 -0.624 1.200 0.2 -0.4 2.1
O 0.952 -4.966 3.506 1.0 -1.9 -0.2
O -0.876 -0.308 3.176 0.7 -1.1 0.2
O 2.620 -2.292 -1.842 -2.4 1.7 2.1
O -0.006 -0.212 -1.800 2.2 -1.0 1.1
O 2.255 0.728 -1.897 0.0 -1.4 0.7
O 0.470 1.840 -4.919 -1.3 0.2 0.8
O 0.718 4.035 -5.501 -1.2 -1.9 -0.5
O -2.980 -1.140 -4.556 -0.7 0.1 0.8
O -4.955 -0.553 -3.391 2.9 -0.8 -0.5
O 6.883 -0.549 0.088 -3.1 0.0 0.2
O 0.602 -3.100 -0.676 0.2 2.0 0.5
O 4.215 3.875 0.145 -1.3 -1.2 0.4
O -0.791 -4.033 4.387 1.7 2.1 -1.0
O -1.070 3.265 -4.344 -3.5 0.5 1.2
O 0.740 -2.753 3.306 -0.1 0.6 -0.4
N -2.674 1.424 2.419 -1.1 -0.3 0.0
N -3.426 -0.705 3.986 0.7 0.5 -0.4
N 1.603 -0.699 0.142 0.2 -4.2 0.1
N -2.814 -0.989 1.361 -0.5 0.7 1.1
C 7.633 -1.227 1.073 1.2 -1.0 1.3
C 1.811 1.576 -5.192 1.1 -1.1 -1.3
C 4.593 5.118 -0.468 0.6 0.9 -0.2
C -4.105 -0.690 0.670 0.5 -0.5 -0.3
C 0.918 4.900 1.073 0.0 -2.2 -0.4
C 0.360 -3.838 3.660 -1.2 -0.1 1.6
C 0.114 5.281 -5.996 1.0 0.2 0.9
C 5.495 -0.246 -2.217 0.8 -0.2 -0.2
C 5.504 -0.515 0.216 2.5 0.8 -3.4
C 2.177 -5.028 2.756 0.2 -0.2 -0.6
C -2.597 2.345 3.562 0.2 -0.3 -0.1
C -2.381 0.050 -4.205 2.3 -0.7 0.2
C 2.969 3.637 0.645 0.7 -0.6 0.7
C -0.069 3.070 -4.904 4.2 0.9 -1.9
C -1.082 -5.266 4.975 -1.9 -1.4 0.5
C -5.961 -2.944 -4.121 -3.0 -0.9 0.9
C -2.097 -2.139 0.783 -0.5 0.5 0.8
C -3.346 -2.005 4.559 1.9 -1.7 0.0
C -4.758 -0.225 4.131 -1.0 0.6 -0.3
C -4.263 -1.349 -4.013 -4.0 1.7 0.5
C -1.981 2.086 1.249 0.3 -1.9 0.6
H -3.830 -0.680 -0.385 0.0 0.6 -0.2
H 7.239 -1.075 2.078 0.0 0.0 -0.1
H 1.989 -4.443 1.855 0.7 0.0 0.2
H -1.034 -1.998 0.978 -0.1 -0.3 -0.3
H -5.093 -0.378 5.157 0.3 0.5 0.3
H -5.416 -0.933 3.628 -0.3 0.1 -0.6
H 0.631 5.974 -5.333 -0.8 0.6 -0.1
H -1.550 2.335 3.865 0.0 0.4 0.7
H -0.975 5.320 -5.984 0.2 -0.2 0.5
H 4.795 -0.583 -2.981 -0.5 0.0 0.7
H -4.890 0.797 3.776 -0.1 -0.3 0.1
H -1.330 -0.031 -4.482 -0.2 0.3 -0.6
H -3.659 -2.736 3.813 -1.0 -0.2 0.1
H -1.659 -5.854 4.262 0.3 -0.3 -0.1
H -6.029 -4.032 -4.150 0.9 0.1 -0.7
H -6.343 -2.728 -3.123 1.0 0.7 0.4
H 0.525 5.916 1.107 1.0 0.1 0.0
H -3.277 2.050 4.361 0.3 0.1 0.1
H 0.281 4.335 0.393 -0.4 0.0 0.3
H -3.844 -2.074 5.526 -0.2 0.0 -0.4
H 4.281 5.267 -1.501 -0.6 -0.6 0.1
H 5.682 5.122 -0.519 -0.1 -0.3 0.3
H 0.969 4.388 2.034 -0.5 0.4 0.2
H -2.480 -3.045 1.252 0.2 -0.3 0.1
H -1.801 -5.024 5.757 0.1 0.0 0.2
H 5.796 0.769 -2.479 0.2 -0.1 0.3
H 2.050 0.562 -4.872 -0.3 0.1 1.0
H -2.873 3.343 3.222 0.0 -0.1 0.1
H -4.806 -1.525 0.666 0.1 -0.4 0.7
H -4.672 0.198 0.947 0.7 0.1 0.3
H 0.457 5.526 -7.001 0.2 -0.7 0.0
H -0.317 -5.896 5.430 0.5 0.6 -0.4
H 1.898 1.372 -6.260 0.4 1.1 -0.3
H -2.383 -2.190 -0.267 0.5 0.0 0.0
H 3.054 -4.766 3.347 -0.3 0.8 0.1
H -2.929 0.808 -4.766 -0.3 1.0 -0.3
H -2.291 3.102 1.002 -0.6 -0.2 0.5
H -2.369 0.330 -3.152 -1.0 0.0 0.4
H -6.799 -2.565 -4.706 0.4 0.2 -0.7
H 4.303 6.008 0.090 -0.2 -0.3 0.2
H -2.326 -2.373 4.669 0.4 0.6 0.3
H 2.402 -6.059 2.485 -0.8 -0.1 0.0
H 6.322 -0.956 -2.207 0.1 0.4 -0.1
H 7.737 -2.290 0.852 -0.7 -0.1 -0.1
H -2.138 1.435 0.389 0.2 0.2 -0.2
H 2.512 2.294 -4.767 -0.2 0.0 -0.3
H 8.681 -0.930 1.044 -0.3 0.8 -0.2
H -0.923 2.109 1.508 0.2 0.1 -0.4
```
Positions in Å, forces in eV/Å.

Summary:
calculated total energy	-4131.36570	Eh
total charge	+3
expectation value of S²	1.776
spin multiplicity	2



Computed, not measured: a structure of composition C29H29BrF40NbO6 at a distorted geometry, with ωB97M-V/def2-TZVPD.

```
106
Properties=species:S:1:pos:R:3:forces:R:3
Nb -4.647 -3.394 -2.038 3.3 1.0 1.2
Br -3.554 -4.136 0.272 -0.5 0.3 -0.5
F -1.552 -1.944 -6.991 0.3 0.2 -0.3
F 3.841 4.186 -0.778 0.3 0.4 0.2
F -3.297 1.235 0.717 0.0 0.0 0.1
F 1.151 -3.059 0.244 -0.4 0.2 0.2
F -0.548 0.558 -6.519 -0.3 -0.1 -0.1
F -1.613 7.437 7.800 0.3 0.0 0.2
F -1.236 0.348 1.750 0.5 0.6 0.1
F 0.012 4.582 6.358 0.0 -0.1 0.1
F 3.123 0.623 1.741 0.2 0.1 -0.3
F 1.409 -2.970 3.156 0.1 0.1 -0.2
F 1.029 -0.911 0.299 -0.3 0.1 0.5
F 5.168 -4.601 1.262 -0.2 -0.2 -0.3
F -2.883 2.479 2.887 0.1 -0.2 0.0
F 3.290 -6.247 2.401 0.3 0.1 0.0
F -0.217 2.569 5.594 0.4 -0.1 0.8
F -0.139 0.353 3.615 -0.2 0.7 0.3
F -0.774 2.923 2.606 0.3 -0.3 -0.1
F -0.449 -2.228 2.316 0.1 -0.1 -0.3
F 1.679 -4.995 1.682 0.2 0.0 0.0
F 6.034 2.975 0.728 0.0 0.0 -0.2
F -2.119 5.346 7.503 0.1 0.0 0.2
F 2.370 -3.387 -9.045 -0.1 0.1 -0.3
F -5.359 -1.241 2.179 0.2 0.1 -0.3
F 3.279 -0.233 -0.889 0.0 0.7 -0.3
F 3.552 2.658 1.144 0.1 -0.1 -0.1
F 0.564 -1.656 -10.181 0.5 -0.3 0.0
F 0.878 -2.886 -7.549 -0.1 -0.1 -0.2
F 6.062 5.138 0.528 -0.2 0.1 -0.3
F -2.873 -0.359 -7.661 0.2 0.3 -0.3
F -5.416 0.879 0.433 -0.1 -0.1 0.3
F -1.551 2.784 7.970 0.1 0.1 -0.2
F 0.302 -3.652 -10.953 0.3 -0.2 0.3
F 0.615 5.930 8.355 -0.3 0.4 -0.1
F 3.959 -3.624 2.779 -0.1 -0.2 0.0
F -0.244 6.725 10.165 -0.4 0.1 -0.2
F 0.197 1.506 8.090 0.4 0.2 -0.2
F 5.330 4.853 -2.186 0.4 0.0 0.3
F -4.817 0.651 3.096 0.0 0.1 -0.1
F 0.645 -0.409 -8.042 -0.1 0.0 0.0
F 5.131 0.619 -0.145 -0.1 0.1 0.2
O -0.535 4.585 9.737 -0.1 0.5 -1.1
O -1.180 -2.900 -9.508 1.1 0.4 0.4
O -2.281 -0.192 3.654 0.2 1.2 -0.7
O -3.388 -1.749 -2.122 -2.1 -1.2 -1.1
O 2.895 -1.860 0.994 -0.9 -1.5 0.7
O 5.053 2.684 -1.924 0.0 0.4 1.2
C -0.468 5.858 9.153 1.1 -1.1 0.7
C -0.199 2.805 7.954 -0.7 0.1 0.6
C -1.821 -1.636 -9.311 -0.6 -0.2 -0.5
C -4.383 -0.292 2.219 0.1 0.1 0.7
C 3.906 1.841 -1.754 -0.1 -0.1 -0.8
C -2.411 -0.842 -4.275 -0.6 0.1 0.8
C 0.305 3.558 9.201 0.3 -0.2 0.7
C -1.684 -0.977 -7.924 -0.1 -1.0 0.2
C 0.182 -2.901 -9.834 -1.5 0.6 -0.6
C -1.764 6.250 8.436 -0.7 0.2 -0.3
C -3.125 -0.972 2.791 0.1 -0.8 0.2
C -0.584 0.081 -7.787 0.2 0.7 0.5
C 5.071 3.912 -1.250 -1.1 -0.8 -1.1
C 1.056 -3.507 -8.730 0.4 -0.4 0.6
C -1.644 2.138 3.297 -0.3 0.7 0.4
C -3.028 -4.646 -3.101 0.4 -0.7 -1.5
C 0.329 3.297 6.605 0.3 -0.1 -0.7
C 3.864 0.938 -0.504 0.6 0.0 -0.3
C 3.067 1.484 0.691 -0.6 -0.3 0.7
C 3.910 -4.132 1.526 -0.1 0.9 0.3
C 0.882 -1.997 2.380 -0.1 0.1 0.6
C 6.153 3.976 -0.166 0.6 0.0 0.4
C 3.646 -2.983 0.530 0.4 0.6 -0.5
C 2.960 -5.330 1.452 -0.2 -0.7 0.1
C -1.345 0.655 3.055 -0.9 -1.8 -0.2
C -3.634 -0.866 -3.229 1.3 1.8 0.1
C 1.495 -1.984 0.976 1.1 -0.2 -1.1
C -4.253 0.284 0.808 -0.4 -0.1 -0.8
C -2.294 -5.197 -3.936 -1.0 -0.3 0.1
H -2.883 -1.862 -9.427 0.1 -0.1 0.2
H -4.028 -0.501 0.085 0.0 -0.3 0.0
H -5.671 -4.905 -1.928 0.0 0.3 -0.3
H -1.873 0.152 -4.175 -0.7 -1.1 -0.4
H -5.932 -2.475 -1.100 -0.2 -0.4 -0.3
H -3.655 0.189 -2.791 -0.2 -1.2 -0.4
H -2.549 -1.481 2.018 -0.2 0.3 -0.1
H -1.883 -5.859 -4.737 -0.3 1.1 1.3
H -0.766 0.926 -8.456 -0.1 -0.1 -0.1
H 3.020 -5.821 0.478 0.1 0.1 -0.1
H -1.596 -0.939 -10.122 0.2 0.0 0.2
H 7.148 3.916 -0.613 -0.1 0.0 -0.2
H -1.560 2.382 4.356 -0.2 -0.3 -0.4
H 0.347 2.813 9.998 -0.2 0.0 -0.1
H -1.639 -1.628 -4.040 -1.1 0.5 -0.3
H 4.627 -2.561 0.297 0.0 0.0 0.3
H -2.867 -0.983 -5.289 0.9 0.2 0.9
H -2.586 6.342 9.150 0.2 0.0 0.1
H 1.335 3.900 9.086 -0.1 0.1 -0.3
H 1.415 3.192 6.541 0.0 -0.1 0.2
H 3.953 1.162 -2.607 0.2 0.0 0.2
H 1.044 -1.045 2.878 0.2 -0.1 -0.3
H -4.624 -1.001 -3.742 1.0 -0.2 0.4
H 2.975 2.395 -1.892 0.1 0.0 0.3
H 3.270 -3.351 -0.427 -0.2 -0.2 0.2
H -5.451 -3.044 -3.612 -0.2 -0.3 0.3
H 0.826 -4.566 -8.596 -0.1 0.0 -0.2
H 2.013 1.620 0.434 0.0 -0.1 -0.2
H -3.489 -1.773 3.437 -0.1 0.2 0.0
```
Positions in Å, forces in eV/Å.

Summary:
calculated total energy	-8199.38254	Eh
total charge	-1